1.
Density functional theory data (wB97M-V/def2-TZVPD) for a structure of composition C22H26Al3Br2ClF10LiN2O10S.

Element x y z (Å)
Br 0.70866 -1.50959 0.74635
Br -2.76027 5.24858 -0.67409
Cl 9.31826 -0.50573 -3.89963
S -4.74440 0.13937 -0.98800
Al 4.01714 1.34203 2.42985
Al -3.05426 1.40707 -3.97152
Al 0.28601 -2.17746 -2.78872
F 4.14710 0.32193 3.80901
F 5.57283 1.49235 1.66053
F -5.12056 2.63074 0.56474
F 3.45080 2.91464 2.90572
F -7.23502 0.38437 -0.42925
F -6.38648 3.57840 -0.97937
F -7.26939 2.53118 0.65065
F -6.68952 1.34986 -2.26735
F 2.86687 0.65174 1.29979
F 1.08208 4.15703 -1.55992
O 0.17051 1.14013 -2.17152
O 11.52434 -2.19279 -5.23261
O 7.51389 3.32034 0.00203
O 5.88222 4.20706 1.17724
O -4.50380 -0.40883 0.32023
O 7.91892 5.01041 1.07251
O -4.93156 -0.95086 -1.91787
O -2.25360 -3.41494 1.49797
O -4.11914 2.97101 -2.70393
O -1.78121 -0.65041 1.55878
N -7.70110 -5.81282 3.10350
N 5.41786 -0.79882 0.26236
C -6.30659 1.15412 -0.99206
C 8.64592 0.30695 -1.18512
C 7.03621 4.17946 0.77595
C -3.23845 1.11222 -1.38902
C -8.13932 -2.88605 1.32376
C 8.84913 -0.59705 -0.00287
C -1.99686 0.58843 -1.27642
C -8.18986 -4.81005 2.86288
C -0.79812 1.52384 -1.60627
C -3.30791 2.58888 -1.87734
C 7.84835 -1.75698 0.07730
C -0.98494 2.97940 -1.12196
C -2.22586 3.50133 -1.24472
C -2.49292 -4.52312 2.37363
C 0.18239 3.75132 -0.49515
C 6.46997 -1.22892 0.18112
C -6.22897 2.51378 -0.18658
C 0.93787 2.88264 0.56200
C -6.64972 -2.63568 1.53588
C -1.74770 -0.86369 -0.81967
C -1.16204 -0.92295 0.62758
C -8.81410 -3.50453 2.55054
Li 2.64174 5.46476 -1.14307
H -0.13404 4.68504 0.01573
H 7.92283 -2.39523 -0.80697
H -0.94462 -1.28693 -1.49842
H 8.77738 0.02050 0.90989
H 9.86212 -1.00650 -0.03861
H -3.37931 -4.33222 2.98008
H 1.16993 3.50548 1.45268
H 11.73512 -1.76922 -6.07928
H -8.27046 -3.54213 0.45969
H -6.48081 -1.97193 2.38817
H 1.91722 2.55406 0.15207
H -2.11599 -2.64384 2.05518
H -8.63177 -1.93973 1.08502
H 9.40211 1.09201 -1.21319
H 0.28813 2.03701 0.86627
H 10.59803 -2.45766 -5.32329
H -8.71572 -2.84693 3.41627
H -9.87750 -3.65563 2.36091
H -6.21111 -2.17085 0.65234
H -6.10912 -3.56759 1.71341
H -2.63347 -1.52526 -0.96043
H 8.06053 -2.36974 0.95434
H 7.66704 0.79858 -1.17954
H -1.62808 -4.67955 3.02041
H -2.65592 -5.41323 1.77062
H 8.73208 -0.31252 -2.16127

Computed properties:
- charge = +3
- HOMO-LUMO gap (eV) = 2.334
- multiplicity = 1
- LUMO energy (eV) = -13.00
- E_HOMO (hartree) = -0.5637

Here are the Löwdin charges for atoms 1 to 5, given in e: atom 1 (Br): 0.855, atom 2 (Br): 0.950, atom 3 (Cl): 0.540, atom 4 (S): 0.764, atom 5 (Al): -0.091

2.
Density functional theory data (wB97M-V/def2-TZVPD) for a cluster of 2 separate species, C11H17N2 in total.

Element x y z (Å)
N 0.21059 -1.88559 -0.65646
N 3.18403 1.14311 -1.33463
C -0.69938 -1.63072 0.40573
C -1.32094 -0.40240 0.02650
C -2.12285 -0.40257 2.27308
C 3.35532 1.80957 -0.03528
C -0.02856 -0.97788 -1.71404
C -2.10307 0.21650 0.91461
C -1.47013 1.36823 -1.84770
C 2.32028 2.87170 0.19459
C -0.93048 0.00936 -1.32795
C -1.03443 -2.41119 1.54181
C -1.84098 -1.77203 2.42297
H -2.83190 0.97892 0.85725
H -2.05416 -2.24430 3.46369
H -1.96262 1.31383 -2.82063
H 4.02317 0.60876 -1.50003
H 2.52819 3.34461 1.21078
H 2.39290 3.71752 -0.67116
H 0.43789 -1.18017 -2.60919
H 3.22500 0.98798 0.70556
H 2.36663 0.59817 -1.18998
H 2.98190 1.89643 -2.05306
H -0.69672 2.17487 -1.95195
H 1.33786 2.56281 0.14951
H 0.55980 -2.79681 -0.87018
H -2.41005 0.26680 3.12563
H -0.47216 -3.28874 1.84576
H -2.21430 1.88888 -1.05112
H 4.27750 2.29639 0.17075

Computed properties:
- HOMO-LUMO gap (alpha / beta) (eV) = 4.307 / 8.411
- multiplicity = 2
- LUMO energy (alpha / beta) (eV) = 0.88 / 0.58
- E_HOMO (alpha / beta) (hartree) = -0.1259 / -0.2878

Here are the natural (NBO) charges for atoms 1 to 5, given in e: atom 1 (N): -0.548, atom 2 (N): -1.055, atom 3 (C): 0.163, atom 4 (C): -0.114, atom 5 (C): -0.220

3.
Density functional theory data (wB97M-V/def2-TZVPD) for a structure of composition C23H17BrCl5IrNO7PTe.

Element x y z (Å)
Ir -1.48440 0.33686 -1.19420
Te 2.05273 2.66819 0.94465
Br 0.55804 -5.65350 -3.37124
Cl 2.69607 2.31270 -4.57145
Cl 0.68726 4.04971 -6.19597
Cl 1.72456 0.60267 -2.23291
Cl -3.39327 2.09672 -3.31742
Cl -2.34585 3.92224 -5.52793
P 1.83614 0.43451 1.85365
O -3.29961 -0.29054 -1.80333
O 1.89596 0.42173 3.45331
O 3.26900 -0.13987 1.40155
O 0.70864 -0.41905 1.43779
O -0.60802 2.34183 2.55112
O -5.30069 -1.08480 -1.18596
O -0.65022 2.03855 0.32057
N -2.77248 0.49166 0.54785
C 0.11906 3.02571 -4.92396
C -1.67634 -2.20158 -2.75910
C -2.93233 0.69339 2.88118
C -0.82018 1.34526 -2.81582
C -4.06299 -0.12228 2.85162
C 1.01281 2.26505 -4.18368
C -2.31169 0.98299 1.68133
C -1.68574 2.11801 -3.60591
C 2.74612 1.28164 4.21912
C 1.96533 1.78796 5.41067
C 4.76634 -1.93674 0.92207
C -1.08450 1.86282 1.53081
C -4.22198 -0.58788 -0.92947
C -0.04261 -3.95119 -2.75617
C 0.54418 1.46778 -3.14337
C 0.73635 -3.23528 -1.86655
C -1.23165 2.95611 -4.62686
C 0.30220 -1.99038 -1.43274
C -3.87025 -0.23386 0.49147
C 3.58151 -1.50198 1.75092
C -0.90585 -1.43723 -1.87271
C -4.56118 -0.58260 1.63668
C -1.24837 -3.45045 -3.20199
H -2.61974 -1.82556 -3.11996
H 1.02110 2.20733 5.06246
H -1.86017 -4.02579 -3.88463
H 4.53212 -1.86074 -0.14010
H 0.91047 -1.45465 -0.72308
H 3.62875 0.71149 4.52052
H 1.67336 -3.64185 -1.50786
H -2.51142 1.08895 3.79406
H 3.07850 2.12255 3.60747
H 5.63010 -1.30277 1.12536
H 1.75468 0.98287 6.11543
H -4.55805 -0.39567 3.77487
H -5.44530 -1.19777 1.55089
H 2.71223 -2.13442 1.56077
H 5.02243 -2.97165 1.15376
H 3.80670 -1.55467 2.81953
H 2.53217 2.56750 5.92288

Computed properties:
- charge = -1
- HOMO-LUMO gap (alpha / beta) (eV) = 7.009 / 5.933
- multiplicity = 2
- LUMO energy (alpha / beta) (eV) = 2.01 / 0.94
- E_HOMO (alpha / beta) (hartree) = -0.1836 / -0.1835

Here are the natural (NBO) charges for atoms 1 to 5, given in e: atom 1 (Ir): 1.055, atom 2 (Te): 0.059, atom 3 (Br): -0.007, atom 4 (Cl): 0.032, atom 5 (Cl): 0.027

> Look up the multiplicity of the second one.

2

> What is the multiplicity in the first record?

1